Molecular formula: C9H21AuBrClO2P2
Method: DFT, ωB97M-V/def2-TZVPD

## Properties
E_tot: -118584.5362 eV
E_HOMO (spin up / spin down): -16.4 / -16.5 eV
HOMO-LUMO gap (spin up / spin down): 8.97 / 5.62 eV
2S+1: 3
<S²>: 2.021
net charge: +2

Structure (XYZ):
```
37
Properties=species:S:1:pos:R:3:forces:R:3:lowdin_charge:R:1
C 1.79690 -1.28322 -3.69494 0.349 -0.569 -0.772 -0.044
C 1.35940 -1.44943 -2.31606 -5.277 0.870 0.234 -0.863
H 1.17683 -1.77031 -4.45800 0.188 -0.013 0.505 0.120
H 2.75500 -1.74771 -3.57303 1.092 -0.474 -1.036 0.095
H 2.01715 -0.24304 -3.97384 -0.234 -0.250 0.386 0.103
O 0.29870 -1.86188 -1.86168 1.395 -0.421 -1.455 -0.044
Cl 2.20598 -0.49771 -1.22305 2.426 2.394 0.959 0.807
Au -0.68020 0.75231 1.46767 -0.542 -0.554 -0.739 0.413
P 0.45457 -1.69690 1.23844 1.909 -2.918 0.805 0.850
C -0.67379 -3.03930 1.75098 -1.062 0.790 0.023 -0.228
C 1.66313 -2.84073 0.37611 0.418 0.607 -0.928 -0.272
H 2.06888 -3.60082 1.05574 -0.581 0.299 0.269 0.082
H 1.87095 -2.37169 3.10416 -0.212 0.058 -0.154 0.081
H 2.50453 -2.23818 0.01809 -0.197 -0.722 0.527 -0.024
H 2.32117 -0.77745 2.42452 -0.049 -0.117 0.189 0.064
H -1.24370 -3.35778 0.87537 -0.031 -0.102 0.096 0.064
H 1.21413 -3.30523 -0.50518 -0.021 -0.075 0.501 0.050
C 1.48508 -1.42577 2.71130 -0.267 1.145 0.034 -0.253
H -0.09595 -3.89426 2.13641 0.009 0.494 -0.146 0.084
H 0.87340 -0.90924 3.44939 0.243 -0.045 0.375 0.031
H -1.36423 -2.66956 2.51611 -0.001 -0.275 -0.038 0.058
P -0.70084 2.10052 -0.70762 0.440 2.127 -1.258 0.805
C -2.38093 2.71716 -1.11541 -0.324 -0.742 0.408 -0.225
C 0.11593 3.53716 0.05144 0.378 -0.731 0.618 -0.256
H 1.19770 1.89841 -2.26411 -0.439 0.070 0.013 0.028
H -0.02816 3.07484 -2.83904 -0.114 -0.450 0.491 0.086
H -0.32246 1.31658 -3.00711 0.041 0.051 0.027 0.056
C 0.11655 2.08198 -2.36378 0.274 -0.549 0.145 -0.230
H 1.18155 3.28140 0.16360 -0.275 0.255 0.029 0.066
H 0.01503 4.42671 -0.56885 -0.115 -0.009 -0.050 0.076
H -2.33185 3.64432 -1.71259 0.281 -0.378 0.279 0.084
H -2.94181 2.90578 -0.19067 0.096 0.051 -0.218 0.062
H -0.31948 3.67895 1.04357 0.123 0.347 -0.094 0.028
H -2.91726 1.95337 -1.69352 0.049 0.209 0.074 0.063
C -2.38377 -0.17494 0.76454 -4.800 -2.418 -1.043 -0.173
O -3.41437 -0.64499 0.52238 4.392 2.037 0.961 0.204
Br -1.63100 1.71465 3.46245 0.439 0.012 -0.018 0.149
```
Forces are in eV/Å.

Molecular formula: C10H16OS
Method: DFT, ωB97M-V/def2-TZVPD

## Properties
SMILES string: CCc1ccc(O)cc1.CSC
E_tot: -23511.5420 eV
E_HOMO: -8.3 eV
HOMO-LUMO gap: 9.08 eV

Structure (XYZ):
```
28
Properties=species:S:1:pos:R:3:forces:R:3:lowdin_charge:R:1
C -0.86493 0.15345 -3.98943 -0.250 -1.244 -0.529 -0.093
C -1.03539 -0.25948 -2.50982 -0.117 1.418 -0.710 -0.205
C 0.20383 -0.34922 -1.67919 0.263 -1.273 0.615 -0.249
C 0.50473 -1.57482 -1.05566 -0.114 0.168 -0.649 -0.032
C 1.50471 -1.71639 -0.12528 0.085 1.034 -0.271 -0.011
C 2.28511 -0.59370 0.16530 0.032 -0.597 1.191 -0.325
O 3.13084 -0.81179 1.23309 0.205 -0.034 0.009 0.027
C 2.05182 0.63469 -0.41361 -0.739 -0.588 0.328 -0.022
C 0.98967 0.71275 -1.31914 0.706 1.336 -0.330 -0.050
H -0.98359 -0.74228 -4.61472 0.372 -0.115 0.168 0.065
H 0.12582 0.52710 -4.23663 -0.165 0.522 0.095 0.069
H -1.69731 0.73654 -4.38364 0.318 0.668 0.344 0.066
H -1.68848 0.47237 -2.02328 -0.034 -0.073 -0.006 0.115
H -1.57009 -1.18646 -2.52444 -0.223 -0.636 0.387 0.093
H -0.06099 -2.41782 -1.40076 -0.348 -0.478 0.296 0.106
H 1.64881 -2.58174 0.49058 0.133 -0.499 -0.164 0.114
H 3.87838 -0.21189 1.28584 -0.132 0.294 -0.266 0.101
H 2.46066 1.52845 0.03790 0.402 0.060 -0.398 0.114
H 0.84544 1.69590 -1.75075 -0.423 0.055 -0.059 0.116
C -0.37546 1.67526 3.19984 0.723 0.132 0.059 -0.456
S -2.15888 1.47664 3.13486 0.088 0.014 -0.142 0.723
C -2.29616 -0.33308 3.21216 0.041 0.543 -0.129 -0.419
H 0.18134 0.92023 2.64957 -0.259 -0.299 -0.114 0.026
H -0.03750 2.61701 2.76712 -0.459 0.161 -0.025 0.028
H -0.02600 1.66878 4.22727 0.023 -0.100 0.186 0.026
H -2.32784 -0.73702 2.21833 -0.040 -0.203 -0.554 0.014
H -3.24859 -0.52427 3.69400 0.101 -0.312 0.263 0.021
H -1.43994 -0.77919 3.71048 -0.187 0.045 0.406 0.037
```
Forces are in eV/Å.

Molecular formula: C39H58N8O2PS4Sc
Method: DFT, ωB97M-V/def2-TZVPD

## Properties
E_tot: -130736.6679 eV
E_HOMO (spin up / spin down): -5.8 / -7.0 eV
HOMO-LUMO gap (spin up / spin down): 4.96 / 6.08 eV

Structure (XYZ):
```
113
Properties=species:S:1:pos:R:3:forces:R:3:lowdin_charge:R:1
Sc 1.20709 -1.22284 -0.04777 0.307 -0.067 0.148 0.655
C 0.16852 -3.98639 -6.41366 -0.033 -0.062 -0.039 -0.062
C 0.61672 -3.18673 -5.21942 0.031 0.008 0.039 -0.281
C 0.52093 -1.79790 -5.22133 -0.022 -0.030 -0.034 0.008
C 0.98822 -1.01466 -4.15535 0.068 -0.078 -0.015 -0.150
C 1.04069 0.39567 -4.17567 0.082 -0.024 -0.042 -0.075
N 0.21033 1.12932 -5.02667 0.001 0.076 -0.018 -0.027
C -1.20255 1.03538 -4.65350 -0.046 -0.004 -0.011 -0.203
C -1.49500 1.75483 -3.33136 -0.026 0.053 -0.001 -0.162
C -2.65633 1.17674 -2.55167 -0.107 -0.027 0.041 -0.159
N -2.29373 -0.08323 -1.88694 -0.015 0.017 -0.080 0.099
C -3.20244 -0.89934 -1.44553 -0.033 0.044 -0.030 0.007
C -3.03274 -1.96878 -0.54429 0.054 -0.058 0.031 -0.107
C -4.18920 -2.54397 0.02580 -0.018 -0.020 0.012 0.013
C -4.12257 -3.40409 1.09059 0.073 0.021 -0.030 -0.269
C -5.33998 -4.02453 1.71393 -0.086 -0.022 0.003 -0.053
C -2.84461 -3.64924 1.62574 0.016 0.019 0.002 0.031
C -1.67873 -3.12244 1.11180 -0.086 -0.008 -0.078 -0.097
C -0.42757 -3.42124 1.78932 0.016 -0.006 -0.009 -0.086
N 0.70534 -2.88583 1.56741 -0.136 0.053 0.087 -0.007
C 1.82912 -3.49236 2.29058 -0.012 0.054 -0.038 -0.220
C 2.40614 -4.63336 1.45746 0.000 -0.018 0.036 -0.161
C 3.15373 -4.18046 0.21139 -0.005 0.009 -0.029 -0.234
N 2.36507 -3.34975 -0.69385 -0.159 0.006 0.076 0.005
C 2.22630 -3.77837 -1.88820 0.030 0.009 0.022 -0.086
C 1.60650 -3.07024 -2.99571 -0.076 -0.045 -0.068 -0.137
C 1.19670 -3.80436 -4.12157 -0.008 0.060 -0.005 -0.006
C 1.46340 -1.67658 -2.98123 0.025 -0.009 -0.045 -0.315
O 1.73259 -0.95502 -1.93154 0.001 0.220 -0.099 -0.226
C -1.72605 -2.33018 -0.08393 -0.114 0.095 0.217 -0.280
O -0.69742 -1.93768 -0.69912 0.072 -0.163 -0.198 -0.094
H -0.45365 -3.38454 -7.07638 0.004 0.006 0.007 0.070
H -0.41293 -4.86004 -6.11381 0.009 -0.002 0.004 0.074
H 1.01872 -4.34494 -6.99852 0.005 0.007 0.012 0.079
H 0.13907 -1.29545 -6.10364 -0.012 0.031 0.013 0.116
H 1.75777 0.91185 -3.54998 -0.044 -0.009 0.043 0.101
H 0.50196 2.09658 -5.07140 -0.025 0.006 -0.060 0.116
H -1.44450 -0.02512 -4.56369 0.017 -0.019 0.003 0.108
H -1.82506 1.43612 -5.45765 0.022 0.023 0.015 0.118
H -1.70805 2.81079 -3.51683 0.032 0.007 0.000 0.121
H -0.60341 1.72144 -2.69559 -0.010 -0.048 0.010 0.103
H -3.51504 0.97585 -3.19657 0.004 -0.005 -0.030 0.131
H -2.97365 1.87813 -1.77606 -0.015 -0.042 -0.181 0.089
H -1.32921 -0.21926 -1.56020 -0.011 0.012 0.037 0.126
H -4.22139 -0.66933 -1.74947 0.000 0.026 -0.014 0.147
H -5.15709 -2.26641 -0.38073 -0.004 0.002 -0.004 0.123
H -6.23987 -3.76435 1.15737 0.004 0.005 0.001 0.075
H -5.47747 -3.68797 2.74329 0.011 -0.002 0.002 0.082
H -5.26640 -5.11323 1.73223 0.007 0.001 -0.002 0.081
H -2.77244 -4.28150 2.50688 0.019 0.001 0.007 0.128
H -0.50855 -4.19713 2.56050 0.034 -0.009 0.000 0.135
H 1.48273 -3.86999 3.25860 0.022 -0.021 -0.005 0.115
H 2.58668 -2.72582 2.45917 0.009 -0.012 0.000 0.067
H 1.59528 -5.32026 1.19227 0.000 0.010 -0.015 0.115
H 3.10920 -5.19610 2.07733 0.005 0.018 0.003 0.118
H 3.53907 -5.06100 -0.31824 -0.009 0.000 0.008 0.115
H 4.01412 -3.58292 0.51709 0.002 -0.012 0.005 0.047
H 2.63145 -4.76477 -2.14993 0.000 -0.001 0.020 0.131
H 1.32742 -4.88224 -4.11382 -0.007 -0.009 -0.016 0.116
S 3.56170 -0.49186 0.97504 -0.014 -0.003 0.005 0.070
S 5.18833 -1.32726 0.02330 -0.146 0.052 0.124 -0.035
S 4.92660 -1.08829 -2.01514 0.021 0.046 -0.119 -0.058
S 4.89274 0.79576 -2.48063 -0.035 -0.018 0.007 0.093
N 0.19212 0.45122 0.43662 0.346 -0.143 0.159 -0.256
P 0.40761 1.69114 1.33139 -0.176 -0.289 -0.157 0.554
N -1.05458 2.52285 1.50744 0.147 0.139 0.040 -0.206
C -1.26773 3.60018 2.46034 -0.034 0.005 0.056 -0.222
C -2.65469 3.45700 3.10550 -0.015 0.004 0.006 -0.172
C -3.65366 2.84345 2.11350 -0.022 -0.018 0.021 -0.194
C -3.26403 3.23359 0.69405 -0.003 0.015 -0.024 -0.184
C -1.91727 2.59572 0.33692 0.031 -0.066 0.035 -0.237
N 1.59144 2.71238 0.76426 -0.113 0.061 0.039 -0.201
C 1.92404 3.99184 1.36821 -0.031 -0.014 0.017 -0.211
C 1.61258 5.14892 0.42208 -0.026 0.018 0.026 -0.184
C 2.30324 4.94941 -0.92453 0.037 -0.002 0.006 -0.201
C 1.95387 3.58096 -1.50346 -0.018 0.012 -0.062 -0.186
C 2.27397 2.48081 -0.50187 0.101 -0.086 0.017 -0.254
N 0.79481 1.48542 2.94785 0.054 0.140 -0.055 -0.201
C -0.09709 0.60262 3.69704 -0.021 -0.068 0.029 -0.225
C 0.12396 0.76865 5.19360 -0.031 -0.019 -0.010 -0.172
C 1.57668 0.42821 5.58767 0.012 0.022 0.045 -0.188
C 2.48514 0.38515 4.35886 0.054 0.014 -0.007 -0.198
C 2.18033 1.55375 3.43506 0.031 0.009 0.019 -0.225
H -1.17266 4.58190 1.97377 -0.018 0.002 -0.007 0.111
H -0.49853 3.54889 3.22825 0.007 -0.006 -0.016 0.098
H -3.00281 4.43871 3.43810 0.008 0.006 -0.016 0.108
H -2.58217 2.82902 3.99635 -0.011 -0.001 -0.001 0.098
H -4.67171 3.16105 2.34572 0.003 0.007 -0.002 0.105
H -3.63527 1.75278 2.19471 0.018 -0.004 -0.004 0.109
H -3.20687 4.32349 0.61804 0.017 -0.003 0.013 0.113
H -4.02065 2.91741 -0.02929 -0.015 -0.006 0.011 0.100
H -1.44237 3.15435 -0.48872 0.005 -0.002 0.018 0.111
H -2.06457 1.57042 -0.00994 0.056 0.081 0.131 0.074
H 2.99554 3.99933 1.61530 0.000 0.017 -0.017 0.127
H 1.38266 4.10929 2.30641 0.004 -0.016 0.013 0.094
H 1.91839 6.09271 0.88150 0.010 0.001 -0.009 0.110
H 0.52821 5.19559 0.27233 -0.014 -0.007 0.003 0.101
H 3.38849 5.00305 -0.78113 -0.004 0.001 0.003 0.115
H 2.03802 5.75236 -1.61615 -0.020 -0.006 0.000 0.106
H 2.50384 3.39903 -2.43146 0.017 0.012 0.008 0.104
H 0.88322 3.54318 -1.74322 0.004 0.001 0.011 0.099
H 3.35495 2.44559 -0.31422 -0.012 0.017 -0.043 0.095
H 1.99094 1.50202 -0.88348 -0.010 0.040 -0.024 0.056
H 0.05801 -0.44811 3.40853 -0.021 0.005 0.016 0.105
H -1.12524 0.84641 3.42563 0.000 -0.007 0.022 0.102
H -0.58472 0.13336 5.72939 0.005 0.012 0.015 0.106
H -0.11260 1.80067 5.46656 0.015 0.011 -0.023 0.106
H 1.62156 -0.52156 6.12507 -0.011 -0.020 -0.039 0.102
H 1.95442 1.18719 6.27761 -0.011 -0.013 0.012 0.104
H 2.35727 -0.54716 3.80312 -0.021 -0.011 0.002 0.081
H 3.53584 0.42026 4.65219 -0.004 0.014 -0.003 0.117
H 2.86749 1.55435 2.59080 0.014 0.004 -0.003 0.051
H 2.33804 2.49192 3.98713 -0.022 -0.008 0.005 0.117
```
Forces are in eV/Å.

Molecular formula: C11H14N2
Method: DFT, ωB97M-V/def2-TZVPD

## Properties
SMILES string: Cc1c[nH]cn1.Cc1ccccc1
E_tot: -14611.9969 eV
E_HOMO: -8.2 eV
HOMO-LUMO gap: 8.98 eV

Structure (XYZ):
```
27
Properties=species:S:1:pos:R:3:forces:R:3:lowdin_charge:R:1
C -4.20649 1.02171 1.15569 -0.154 2.509 1.952 -0.080
C -3.38618 0.26906 0.29135 3.320 -4.739 -2.967 -0.384
C -2.55321 -0.90462 0.47493 -0.791 0.372 -0.421 -0.083
N -1.90217 -1.17707 -0.73319 -1.694 2.284 -2.087 0.016
C -2.43781 -0.22385 -1.69300 -0.052 1.294 3.076 -0.134
N -3.26247 0.64415 -1.03020 1.429 -1.766 -1.148 0.053
H -4.29120 0.65038 2.16221 0.542 -0.051 0.524 0.079
H -5.20954 1.20463 0.89397 -1.360 -0.320 -1.089 0.063
H -3.79530 2.05851 1.11162 -0.132 -0.520 0.683 0.102
H -2.49950 -1.74093 1.21485 -0.056 1.437 -0.289 0.118
H -1.11922 -1.81762 -0.92847 -0.981 0.519 0.406 0.138
H -2.10170 0.05639 -2.72810 -0.126 -1.039 1.344 0.115
C 0.51210 0.49887 1.02464 -0.457 -2.565 0.336 -0.061
C 1.79604 0.18261 0.28280 -0.433 0.540 0.761 -0.308
C 2.69140 1.17557 -0.05083 2.790 -0.130 -1.767 -0.029
C 4.02379 0.84258 -0.65455 -2.804 1.604 1.896 -0.078
C 4.35537 -0.42203 -0.99579 -3.053 -1.420 0.442 -0.090
C 3.29627 -1.36305 -0.73700 0.681 -0.759 0.185 -0.103
C 2.18727 -1.15561 0.07705 -0.522 -1.197 -1.658 -0.074
H 0.10276 -0.51685 1.39026 -0.159 1.486 -1.246 0.085
H -0.25490 1.19415 0.62862 0.626 -0.669 -0.071 0.091
H 0.82960 0.79616 1.97760 0.399 1.399 1.456 0.050
H 2.52920 2.27529 0.00685 -0.320 -1.107 0.367 0.115
H 4.63288 1.71293 -0.70022 0.837 0.309 -0.481 0.080
H 5.20419 -0.81414 -1.49118 0.886 0.267 -0.406 0.087
H 3.32547 -2.33383 -1.23094 0.542 -0.100 0.460 0.093
H 1.53336 -2.11339 0.28103 1.043 2.362 -0.255 0.138
```
Forces are in eV/Å.

Molecular formula: C4H5N3
Method: DFT, ωB97M-V/def2-TZVPD

## Properties
SMILES string: N/N=C1/C=CC=N1
E_tot: -8697.6252 eV
E_HOMO: -8.7 eV
HOMO-LUMO gap: 8.43 eV

Structure (XYZ):
```
12
Properties=species:S:1:pos:R:3:forces:R:3:lowdin_charge:R:1
N 2.43087 -0.55794 -0.09525 0.143 -0.105 -0.085 0.035
N 1.25013 -1.12145 0.09688 -0.266 0.138 0.027 0.047
C 0.20228 -0.36495 0.02003 0.146 -0.156 0.015 -0.405
C -1.17563 -0.81320 0.20728 -0.018 0.103 0.023 -0.024
C -1.92681 0.30969 0.16495 0.037 -0.104 0.000 -0.075
C -0.98723 1.40993 -0.03718 0.079 0.089 -0.067 -0.154
N 0.24839 1.02923 -0.15209 -0.251 -0.031 -0.009 0.084
H 2.50452 0.26244 -0.68228 -0.117 0.174 0.311 0.098
H 3.21455 -1.18469 -0.05275 -0.129 -0.084 -0.163 0.094
H -1.50450 -1.83710 0.33404 0.147 0.154 0.018 0.104
H -3.00139 0.40457 0.26270 0.179 -0.037 -0.001 0.093
H -1.25519 2.46346 -0.06632 0.050 -0.141 -0.069 0.104
```
Forces are in eV/Å.

Molecular formula: C4H10NS
Method: DFT, ωB97M-V/def2-TZVPD

## Properties
E_tot: -16624.9106 eV
E_HOMO (spin up / spin down): -13.2 / -13.1 eV
HOMO-LUMO gap (spin up / spin down): 6.74 / 6.67 eV
net charge: +1

Structure (XYZ):
```
16
Properties=species:S:1:pos:R:3:forces:R:3:lowdin_charge:R:1
C 0.24539 0.19056 1.39579 2.125 2.008 -1.530 -0.533
C -0.21705 1.45426 -0.60903 2.376 -0.862 3.665 0.216
C -0.08946 0.00596 -0.04806 0.090 0.161 -1.108 -0.618
C -1.35559 -0.84383 -0.26183 0.214 -2.291 1.961 -0.004
N 1.13550 -0.61581 -0.81070 0.931 0.586 2.973 0.183
S 1.75626 1.29115 1.38326 -2.144 0.174 -1.713 0.712
H -0.59734 0.56451 1.86991 -1.654 1.619 0.697 0.077
H 0.46602 -0.57077 2.03140 0.795 -3.136 1.095 0.049
H 0.04944 1.67716 -1.61576 -0.134 0.328 -0.675 0.078
H -0.48258 2.22433 0.14113 -0.405 -0.467 -0.910 0.082
H -1.35010 -1.65749 -1.02928 0.243 0.793 0.560 0.106
H -2.10879 -0.16342 -0.47491 -1.683 1.082 -0.775 0.056
H -1.73037 -1.31215 0.75995 1.097 0.727 -2.051 0.147
H 1.98087 0.06060 -0.69403 -1.550 -0.915 -0.153 0.129
H 0.88998 -0.82599 -1.74580 -0.080 -0.296 -1.326 0.137
H 1.40782 -1.47906 -0.29204 -0.222 0.491 -0.710 0.184
```
Forces are in eV/Å.